Entry 1:
The following is a DFT calculation (wB97M-V/def2-TZVPD) of a structure of composition C42H61BN12OP2TeW.

Positions of all 121 atoms, in Å:
W (0.00940, 0.25880, 0.85610)
C (-0.08993, -0.73983, 5.16318)
C (0.40523, -0.85270, 3.87592)
N (-0.38776, -0.20858, 3.00787)
N (-1.41124, 0.32106, 3.73855)
C (-1.24313, 0.01699, 5.03208)
B (-2.35721, 1.29398, 3.00070)
N (-2.90746, 0.53714, 1.75226)
C (-4.17720, 0.27719, 1.42761)
C (-4.20322, -0.36292, 0.19785)
C (-2.87700, -0.46593, -0.17325)
N (-2.09198, 0.07380, 0.77376)
N (-1.43889, 2.45611, 2.46915)
C (-1.33725, 3.71061, 2.91648)
C (-0.22422, 4.30923, 2.34195)
C (0.33401, 3.32191, 1.55256)
N (-0.40218, 2.20044, 1.62919)
N (-3.48142, 1.84274, 3.80275)
C (-4.36968, 2.81494, 3.42801)
C (-5.31411, 2.91521, 4.40825)
C (-4.93337, 1.94695, 5.36395)
N (-3.84481, 1.30391, 4.99804)
H (0.31191, -1.16023, 6.06830)
H (1.27352, -1.38273, 3.52456)
H (-1.97190, 0.34670, 5.75323)
H (-4.98123, 0.56763, 2.08455)
H (-5.06920, -0.70463, -0.34179)
H (-2.44210, -0.90256, -1.05155)
H (-2.05570, 4.10304, 3.61751)
H (0.11785, 5.31956, 2.48219)
H (1.20538, 3.35643, 0.91965)
H (-4.26611, 3.34835, 2.49574)
H (-6.15641, 3.58375, 4.44225)
H (-5.41315, 1.70212, 6.29789)
N (0.11368, 0.43966, -0.89940)
P (0.20191, 0.61250, -2.56366)
N (-0.06960, 2.17218, -2.88314)
C (0.30076, 2.67844, -4.22541)
C (1.41205, 3.71107, -4.12331)
C (1.01400, 4.83001, -3.16422)
C (0.61338, 4.26280, -1.80358)
C (-0.49300, 3.22740, -1.95346)
N (1.68103, 0.06375, -2.96709)
C (1.98548, -0.52698, -4.29728)
C (3.23875, 0.11317, -4.87128)
C (4.45956, -0.19888, -3.99480)
C (4.04859, -0.40146, -2.52962)
C (2.85785, 0.47575, -2.17324)
N (-0.89192, -0.31745, -3.31367)
C (-0.84702, -1.78968, -3.13252)
C (-1.90677, -2.47131, -3.98403)
C (-3.29940, -1.91190, -3.69964)
C (-3.32566, -0.36789, -3.76196)
C (-1.98045, 0.21015, -4.17245)
H (-0.59498, 3.12979, -4.66326)
H (0.58046, 1.84127, -4.86856)
H (1.62891, 4.10766, -5.11566)
H (2.32457, 3.22177, -3.76702)
H (0.16851, 5.38323, -3.58383)
H (1.82840, 5.54557, -3.05473)
H (0.27665, 5.05976, -1.13743)
H (1.48654, 3.78460, -1.33809)
H (-1.38659, 3.70130, -2.37170)
H (-0.77915, 2.78163, -1.00326)
H (1.13135, -0.37500, -4.95610)
H (2.13483, -1.60504, -4.19146)
H (3.08026, 1.19277, -4.94479)
H (3.39099, -0.24722, -5.88797)
H (5.17941, 0.61642, -4.06959)
H (4.96672, -1.09317, -4.35597)
H (4.88268, -0.16445, -1.86749)
H (3.78013, -1.44614, -2.34267)
H (3.10326, 1.52574, -2.37224)
H (2.60675, 0.38806, -1.11462)
H (-1.03483, -2.03027, -2.07865)
H (0.14336, -2.17150, -3.37894)
H (-1.87526, -3.54062, -3.77101)
H (-1.65407, -2.36415, -5.04076)
H (-3.62773, -2.25792, -2.71471)
H (-4.00481, -2.33232, -4.41459)
H (-3.60519, 0.05869, -2.79687)
H (-4.07454, -0.01987, -4.47348)
H (-1.98986, 1.29397, -4.09160)
H (-1.75444, -0.03806, -5.21165)
C (4.40252, -0.56393, 1.67720)
P (3.35357, 0.85118, 1.97585)
C (3.33030, 1.20507, 3.72195)
C (4.01607, 2.28096, 1.12223)
O (1.93085, 0.55752, 1.46213)
H (5.44892, -0.29279, 1.82587)
H (4.26953, -0.91172, 0.65323)
H (4.14239, -1.36727, 2.36846)
H (4.33998, 1.46063, 4.05095)
H (2.98463, 0.33910, 4.28411)
H (2.66881, 2.05056, 3.91556)
H (5.10612, 2.26826, 1.14880)
H (3.66928, 3.19358, 1.60803)
H (3.68877, 2.27557, 0.08106)
Te (0.60171, -2.49782, 0.39670)
C (-1.27350, -3.43930, 0.54709)
C (-1.58348, -4.40957, -0.39907)
C (-2.78679, -5.09432, -0.29415)
C (-3.65734, -4.81574, 0.75093)
C (-3.33539, -3.84779, 1.69448)
C (-2.14311, -3.14672, 1.59279)
C (1.55507, -3.50410, 1.98729)
C (2.89769, -3.81630, 1.79746)
C (3.57030, -4.54747, 2.76850)
C (2.89729, -4.97463, 3.90423)
C (1.54999, -4.67806, 4.07300)
C (0.87073, -3.93911, 3.11549)
H (-0.89354, -4.64794, -1.19987)
H (-3.03418, -5.85827, -1.01902)
H (-4.58748, -5.36139, 0.83563)
H (-4.01371, -3.63882, 2.51131)
H (-1.90255, -2.37977, 2.32094)
H (3.41390, -3.52821, 0.88870)
H (4.61021, -4.80716, 2.62159)
H (3.41749, -5.55885, 4.65123)
H (1.02162, -5.03376, 4.94753)
H (-0.18165, -3.72799, 3.24874)

Forces on atoms 1 to 2 (eV/Å):
W 0.07 0.14 -0.25
C 0.00 -0.04 -0.01

Calculated values
* frontier orbital gap (spin up / spin down): 7.2 / 7.0 eV
* charge: +3
* relative energy (zero: lowest compared OMol25 entry of this formula, charge and spin): 0.000 eV
* energy: -92830.933 eV
* max |F|: 0.57 eV/A
* 2S+1: 2
* HOMO energy (spin up / spin down): -15.620 / -15.622 eV

---

Entry 2:
The following is a DFT calculation (wB97M-V/def2-TZVPD) of a cluster of 3 separate species, C25H42N4O4S in total in a non-equilibrium geometry.

Positions of all 76 atoms, in Å:
N (-0.17032, -1.95623, 7.33689)
C (0.11781, -3.41961, 7.32924)
C (0.02424, -3.93569, 5.89405)
C (-1.04788, -4.72165, 5.50947)
C (-1.17264, -5.16260, 4.21470)
C (-0.24484, -4.84493, 3.25097)
C (0.82044, -4.06459, 3.63636)
C (0.97186, -3.61287, 4.93092)
N (2.09742, -2.81462, 5.26373)
C (2.27147, -1.68112, 4.42743)
C (2.39567, -0.42576, 4.98953)
C (2.54687, 0.65443, 4.13298)
C (2.60390, 0.47393, 2.77612)
C (2.47822, -0.77942, 2.20566)
C (2.30990, -1.84741, 3.05748)
S (2.09373, -3.53396, 2.49339)
H (-1.18081, -1.86293, 7.26166)
H (0.19059, -1.52680, 6.49000)
H (-0.54259, -3.96089, 8.00457)
H (1.17662, -3.50179, 7.61356)
H (-1.81114, -4.96914, 6.24494)
H (-2.04410, -5.76139, 3.95766)
H (-0.36174, -5.17098, 2.22235)
H (2.13584, -2.57930, 6.24383)
H (2.34603, -0.26889, 6.06536)
H (2.61409, 1.64149, 4.58500)
H (2.73665, 1.34970, 2.14458)
H (2.49987, -0.92146, 1.12870)
C (0.98508, -0.23770, -1.82036)
O (2.17942, 0.28152, -1.27012)
C (3.37394, -0.30894, -1.77045)
C (4.05021, 0.56902, -2.81250)
N (3.31686, 0.60343, -4.07257)
C (3.62473, 1.72767, -4.96150)
C (3.64238, 3.15509, -4.40921)
O (2.37580, 3.70899, -4.10354)
C (1.75803, 3.17095, -2.94680)
H (0.16310, 0.06237, -1.17455)
H (0.77767, 0.16250, -2.81639)
H (1.00716, -1.33076, -1.86890)
H (3.20217, -1.32570, -2.13792)
H (4.05469, -0.38210, -0.91690)
H (5.05913, 0.18712, -2.99995)
H (4.15000, 1.56280, -2.36399)
H (2.32522, 0.61559, -3.88679)
H (2.89248, 1.69702, -5.77153)
H (4.60183, 1.53226, -5.41732)
H (4.04800, 3.79198, -5.19943)
H (4.32869, 3.27042, -3.56107)
H (2.47023, 3.01768, -2.13286)
H (1.25334, 2.23968, -3.20154)
H (0.99199, 3.86514, -2.60337)
C (-5.88762, 1.39461, -0.64783)
O (-5.41067, 0.34886, -1.47004)
C (-5.71786, 0.48341, -2.85191)
C (-4.53912, 0.99072, -3.66981)
N (-4.24511, 2.39672, -3.41882)
C (-2.90963, 2.85337, -3.81463)
C (-1.66379, 2.06370, -3.40624)
O (-1.29532, 2.14702, -2.04003)
C (-2.13345, 1.43346, -1.15114)
H (-5.85901, 1.04402, 0.38382)
H (-5.26423, 2.29166, -0.70523)
H (-6.91885, 1.66144, -0.89534)
H (-6.61353, 1.09319, -3.00741)
H (-5.94502, -0.52576, -3.20593)
H (-4.76768, 0.86150, -4.73269)
H (-3.68925, 0.34193, -3.43196)
H (-4.36928, 2.59778, -2.43758)
H (-2.79740, 3.86657, -3.42240)
H (-2.90337, 2.93883, -4.90676)
H (-0.82604, 2.50544, -3.95136)
H (-1.70237, 1.01533, -3.73044)
H (-2.42412, 0.45762, -1.54841)
H (-3.01581, 2.02799, -0.91011)
H (-1.58883, 1.27897, -0.21932)

Forces on atoms 1 to 2 (eV/Å):
N -0.64 -0.41 0.50
C 1.04 1.08 -1.70

Calculated values
* frontier orbital gap: 8.6 eV
* energy: -51589.146 eV
* max |F|: 2.27 eV/A
* HOMO energy: -7.933 eV

---

Entry 3:
The following is a DFT calculation (wB97M-V/def2-TZVPD) of an isolated molecule of C4H5N in a non-equilibrium geometry.

Positions of all 10 atoms, in Å:
C (-0.77669, 2.41452, 0.52990)
C (-0.16057, 1.36854, 0.32302)
C (0.12767, -0.10385, 0.20623)
C (0.64353, -1.07576, -0.86931)
H (-1.04075, 3.48988, 0.82116)
H (0.47369, -0.32174, 1.31080)
H (1.36909, -2.03174, -0.60024)
H (0.83929, -0.67673, -1.87358)
H (-0.84203, -1.88459, 0.41613)
N (-0.63323, -1.17853, -0.26411)

Forces on atoms 1 to 2 (eV/Å):
C 1.47 0.50 0.37
C -2.44 0.19 -0.95

Calculated values
* frontier orbital gap: 10.3 eV
* relative energy (zero: lowest compared OMol25 entry of this formula, charge and spin): 4.400 eV
* energy: -5714.446 eV
* max |F|: 5.09 eV/A
* HOMO energy: -9.317 eV

---

Entry 4:
The following is a DFT calculation (wB97M-V/def2-TZVPD) of a cluster of 2 separate species, C5H10N4 in total in a non-equilibrium geometry.

Positions of all 19 atoms, in Å:
C (-2.16882, 0.19948, -1.56968)
C (-0.32464, -0.16015, -0.32821)
C (1.01271, 0.43421, 2.42135)
C (-2.29900, -1.13158, 0.55232)
C (1.31662, 0.29828, -2.05738)
N (-1.15706, 0.67455, -2.26760)
N (1.36243, -0.39264, 1.35071)
N (-1.61814, -0.29831, -0.39194)
N (-0.02150, 0.41193, -1.52758)
H (-3.18095, 0.09782, -1.86750)
H (1.56691, 0.15279, 3.36373)
H (-0.03449, 0.39594, 2.66419)
H (1.29416, 1.52806, 2.35838)
H (-3.25051, -0.57660, 0.57032)
H (-2.27713, -2.18198, 0.18315)
H (-1.83313, -0.93563, 1.48133)
H (1.65922, -0.03808, -1.12571)
H (1.31995, -0.27718, -3.00935)
H (1.67528, 1.31624, -2.28721)

Forces on atoms 1 to 2 (eV/Å):
C 3.63 0.24 0.30
C 2.17 0.49 -0.90

Calculated values
* frontier orbital gap (spin up / spin down): 8.4 / 8.4 eV
* relative energy (zero: lowest compared OMol25 entry of this formula, charge and spin): 7.091 eV
* energy: -11300.787 eV
* max |F|: 3.65 eV/A
* HOMO energy (spin up / spin down): -7.725 / -7.776 eV

---

Entry 5:
The following is a DFT calculation (wB97M-V/def2-TZVPD) of a cluster of 2 separate species, C9H14 in total in a non-equilibrium geometry.

Positions of all 23 atoms, in Å:
C (-0.96690, -1.25024, -1.95731)
C (-0.90715, 0.90365, 1.17308)
C (-1.60854, 2.01264, 0.74233)
C (-0.62793, -0.14477, 0.28201)
C (-1.18216, -0.12363, -0.97808)
C (-2.21643, 1.97899, -0.51347)
C (-1.97029, 0.96036, -1.40759)
H (-0.42941, 0.85533, 2.14518)
H (-1.72581, 2.84400, 1.42436)
H (0.03249, -0.90687, 0.65340)
H (-2.85075, 2.83031, -0.73673)
H (-0.92237, -0.86560, -2.97882)
H (-1.78159, -1.97891, -1.95237)
H (-2.53817, 0.82757, -2.31848)
H (-0.04814, -1.82072, -1.81609)
C (2.73025, -0.39482, 0.42214)
C (2.16415, -1.11801, 1.64456)
H (2.87293, -0.98492, -0.47983)
H (2.15521, 0.49629, 0.17135)
H (3.72085, -0.04524, 0.73014)
H (1.22608, -1.59366, 1.39817)
H (2.09495, -0.47999, 2.51639)
H (2.77876, -2.00175, 1.83567)

Forces on atoms 1 to 2 (eV/Å):
C 0.07 -0.22 -0.47
C 0.95 -0.18 -0.58

Calculated values
* frontier orbital gap: 10.0 eV
* relative energy (zero: lowest compared OMol25 entry of this formula, charge and spin): 0.549 eV
* energy: -9559.633 eV
* max |F|: 1.66 eV/A
* HOMO energy: -8.987 eV